Below is a structure of composition C22H40HfN3S5Sb, with properties calculated with the ωB97M-V functional and the def2-TZVPD basis.

```
72
Properties=species:S:1:pos:R:3:forces:R:3:lowdin_charge:R:1
Hf 0.527779 0.021639 0.163595 0.48 -1.32 -0.26 0.955
C 2.223080 -3.027527 0.085459 -0.31 -0.05 -0.22 -0.154
C 0.803687 -3.373924 -0.354308 0.23 0.01 0.09 -0.163
N 0.164632 -2.274681 -1.110508 -0.19 0.32 0.19 -0.138
C 0.431999 -2.320538 -2.562807 0.15 0.11 -0.09 -0.251
C 1.842165 -1.898893 -2.952832 -0.07 0.17 0.19 -0.384
S 2.314527 -0.339628 -2.127248 -0.24 -0.06 0.35 0.804
C 3.816900 -0.770799 -1.181044 -0.12 0.04 -0.07 -0.401
C 3.603583 -1.006769 0.314392 0.16 0.03 -0.06 -0.259
N 2.305835 -1.651902 0.619361 -0.35 0.43 -0.01 -0.172
H 2.548800 -3.756276 0.828597 0.09 0.02 0.01 0.143
H 2.901017 -3.111443 -0.759803 0.05 0.00 0.07 0.101
H 0.833793 -4.290460 -0.950257 -0.05 0.00 -0.01 0.139
H 0.187337 -3.580159 0.519336 -0.01 0.00 -0.03 0.106
H -0.835240 -2.440487 -1.024782 0.02 0.03 0.02 0.073
H 0.254015 -3.326534 -2.954257 -0.08 0.00 0.00 0.136
H -0.279566 -1.645061 -3.040698 -0.03 -0.03 0.00 0.100
H 2.588492 -2.659770 -2.735944 -0.01 0.00 -0.01 0.081
H 1.869333 -1.709410 -4.024427 0.04 -0.04 -0.02 0.092
H 4.271832 -1.621874 -1.685310 0.01 0.01 -0.02 0.087
H 4.481814 0.080247 -1.311846 0.07 -0.04 0.01 0.088
H 4.434368 -1.616062 0.682690 -0.03 -0.02 0.04 0.140
H 3.618470 -0.056138 0.841862 0.01 -0.01 0.05 0.084
H 2.252552 -1.688953 1.632956 0.01 0.03 0.07 0.075
C 2.046427 3.006017 3.695990 0.05 -0.07 -0.09 -0.108
C 1.858620 2.306526 2.369602 0.05 -0.12 0.28 -0.733
S 1.158440 0.684586 2.503104 -0.04 0.25 -0.51 0.618
C 2.210606 2.848101 1.198958 0.03 0.02 -0.27 -0.721
C 2.858625 4.193784 1.032645 0.00 -0.06 -0.01 -0.096
S 2.003953 1.980980 -0.331307 -0.45 -0.21 0.68 0.550
H 1.556176 2.451518 4.492428 0.00 0.04 0.04 0.063
H 1.630500 4.013367 3.670084 0.01 0.00 0.04 0.088
H 3.106725 3.080583 3.943364 -0.02 0.04 0.03 0.096
H 2.967672 4.717200 1.979292 0.00 -0.01 -0.01 0.078
H 2.278892 4.816878 0.349458 0.00 0.04 0.04 0.080
H 3.849378 4.071388 0.590129 0.01 0.05 0.02 0.088
C 0.056877 1.489892 -4.177326 0.05 -0.23 0.22 -0.293
Sb -0.843361 1.487324 -2.229273 -0.22 0.83 -0.62 1.180
C -0.578533 3.594747 -1.938852 -0.03 -0.22 0.13 -0.292
C -2.866352 1.692320 -2.918439 0.03 -0.41 0.21 -0.289
H -0.460482 2.247125 -4.763041 -0.03 0.01 0.02 0.023
H -0.043914 0.526918 -4.676860 0.01 0.01 0.00 0.007
H 1.110191 1.752210 -4.097809 0.00 -0.01 0.01 0.007
H -1.093946 4.102293 -2.752482 -0.04 -0.04 0.00 0.024
H 0.482182 3.823731 -1.973561 0.03 0.00 0.02 -0.009
H -0.994775 3.920597 -0.986703 0.01 -0.02 -0.01 0.005
H -2.876254 2.517067 -3.627809 0.08 0.01 0.01 0.019
H -3.529604 1.921349 -2.086685 0.02 -0.01 0.01 0.005
H -3.210002 0.788771 -3.419499 -0.01 0.00 0.02 0.010
C -3.302600 0.870240 2.100263 0.30 -0.19 -0.02 -0.324
S -2.014841 1.497320 0.991984 0.13 0.25 -0.24 0.666
C -1.427324 2.888795 1.986098 -0.05 -0.12 -0.06 -0.359
H -2.852936 0.414484 2.981323 -0.03 0.00 0.03 0.054
H -3.899829 0.143119 1.557192 -0.01 -0.01 0.01 0.034
H -3.929318 1.711221 2.387958 0.02 0.03 -0.02 0.059
H -2.207576 3.645840 2.019175 -0.01 0.00 0.00 0.060
H -0.533692 3.290370 1.512328 0.00 0.00 0.00 0.025
H -1.181476 2.538517 2.986611 0.05 0.02 -0.01 0.045
S -1.466037 -3.150518 3.498699 -0.01 0.06 -0.13 1.165
C -0.451536 -2.013344 2.736210 -0.14 -0.07 0.13 -0.495
N -0.839741 -1.562528 1.574007 0.48 0.48 -0.12 -0.102
C -2.058630 -2.131226 1.218674 -0.23 -0.22 -0.03 -0.361
C -2.792057 -1.868676 0.056363 0.02 0.10 0.01 -0.075
C -3.985522 -2.531548 -0.140918 0.05 0.07 -0.07 -0.043
C -4.466550 -3.449469 0.801054 -0.01 -0.05 0.08 -0.039
C -3.765118 -3.711774 1.959769 -0.12 -0.03 -0.07 -0.045
C -2.559222 -3.044302 2.155833 0.23 0.11 0.02 -0.441
H 0.451229 -1.684658 3.233453 0.01 0.03 -0.04 0.036
H -2.442872 -1.121753 -0.652601 -0.07 0.00 -0.02 0.086
H -4.566714 -2.333803 -1.031678 0.00 0.00 0.00 0.121
H -5.405911 -3.952896 0.618309 0.01 0.00 0.02 0.124
H -4.140971 -4.413282 2.692309 0.00 0.00 -0.01 0.127
```
Positions in Å, forces in eV/Å.

Results
Charge: +2
E_LUMO, eV: -5.73
E_HOMO, eV: -12.89
Energy relative to the best compared isomer or geometry (same formula, charge and spin), kcal/mol: 0.0

Below is a structure of composition C22H40N10O3PSTi, with properties calculated with the ωB97M-V functional and the def2-TZVPD basis.

```
78
Properties=species:S:1:pos:R:3:forces:R:3:lowdin_charge:R:1
Ti -0.413225 0.502230 -0.530139 0.05 -0.64 -0.77 0.701
N 0.280537 0.836519 -5.016578 0.05 0.06 0.07 0.066
C 0.037843 1.039614 -3.679778 -0.08 0.04 -0.15 -0.859
S -1.211825 0.060070 -2.941891 0.02 0.09 0.26 0.648
N 0.763467 1.910997 -3.050640 -0.28 -0.29 0.27 0.007
N 0.386620 1.963033 -1.711172 0.43 0.46 -0.21 -0.202
C 0.537184 3.150210 -1.150724 -0.04 0.02 0.00 -0.091
C -0.152135 3.360856 0.068474 -0.03 0.12 0.05 -0.267
C -0.139471 4.579184 0.778930 0.11 -0.07 -0.11 -0.019
C -0.938632 4.731516 1.875513 -0.09 -0.05 0.09 -0.060
C -1.765805 3.663834 2.278067 0.04 0.02 -0.03 -0.057
C -1.722604 2.499384 1.560895 0.06 -0.12 -0.08 -0.144
N -0.932835 2.315760 0.480054 -0.02 0.23 0.06 -0.013
H -0.479951 0.451529 -5.551657 0.00 -0.01 0.03 0.080
H 0.788378 1.583620 -5.466176 0.01 -0.02 -0.03 0.098
H 1.034733 3.951046 -1.685679 0.01 0.00 0.03 0.127
H 0.493201 5.383615 0.430255 0.02 0.02 -0.02 0.118
H -0.946352 5.664146 2.421147 -0.01 0.04 0.03 0.111
H -2.425087 3.748492 3.128292 -0.02 0.02 0.03 0.106
H -2.319685 1.638830 1.838732 -0.02 0.05 0.04 0.107
C 2.577372 2.333038 2.998761 -0.06 0.06 -0.01 -0.029
N 2.925218 1.999976 1.631063 0.10 -0.22 -0.07 -0.064
C 4.278476 2.344367 1.200551 -0.02 0.11 -0.01 -0.105
C 4.274694 1.947702 -0.270177 0.04 0.01 -0.05 -0.099
N 3.148073 1.037669 -0.339080 0.06 -0.05 0.14 -0.086
C 3.045214 0.082802 -1.411371 -0.08 0.09 -0.13 -0.046
C 2.369227 1.098496 0.764792 -0.13 0.04 -0.11 -0.340
N 1.259965 0.390832 0.859193 -0.09 0.10 0.35 -0.012
C 0.637624 0.206002 2.183272 0.06 0.04 0.05 -0.211
C -0.414805 -0.892636 2.141960 -0.04 0.00 -0.05 -0.207
N -1.366369 -0.652756 1.047417 -0.07 -0.12 0.23 -0.030
C -2.499846 -1.305684 1.033641 0.06 0.06 0.00 -0.364
N -2.866703 -2.375048 1.802701 -0.03 0.07 0.07 -0.057
C -1.930236 -3.395174 2.271785 -0.02 -0.02 0.00 -0.024
C -4.155384 -2.891025 1.336628 -0.03 0.01 0.02 -0.109
C -4.715214 -1.747464 0.503149 -0.08 -0.04 -0.01 -0.105
N -3.529336 -0.962738 0.217198 0.11 -0.18 -0.08 -0.084
C -3.692704 0.285740 -0.476887 0.10 0.25 -0.12 -0.048
H 3.073978 3.274577 3.230977 -0.01 -0.02 0.03 0.096
H 2.922650 1.580680 3.713028 -0.02 0.02 0.00 0.098
H 1.513149 2.497890 3.116420 -0.04 -0.02 -0.01 0.077
H 5.025012 1.796665 1.786315 -0.02 -0.03 -0.04 0.131
H 4.449081 3.411471 1.340175 0.02 -0.02 0.02 0.127
H 5.192180 1.441593 -0.572863 -0.01 0.03 0.02 0.130
H 4.118988 2.804894 -0.932425 -0.01 -0.01 0.01 0.129
H 3.778844 -0.720526 -1.291675 0.00 0.01 -0.05 0.102
H 3.199240 0.590002 -2.365483 0.03 -0.03 0.02 0.101
H 2.045078 -0.339494 -1.433721 0.06 -0.01 0.05 0.014
H 0.162688 1.123829 2.535580 0.00 -0.05 0.00 0.084
H 1.379911 -0.098794 2.927355 0.00 0.08 -0.03 0.125
H -0.938212 -0.879994 3.104215 0.04 -0.04 -0.01 0.130
H 0.079965 -1.857639 2.032684 0.04 0.05 -0.02 0.088
H -1.404136 -3.084906 3.170581 0.00 0.00 -0.02 0.084
H -1.217180 -3.665024 1.492354 0.02 -0.04 0.01 0.083
H -2.520916 -4.271277 2.529860 0.03 -0.02 -0.01 0.096
H -4.794147 -3.151522 2.179903 0.01 -0.02 -0.03 0.129
H -3.991392 -3.787435 0.731403 -0.01 0.01 -0.03 0.127
H -5.445592 -1.149185 1.059707 0.04 0.01 0.00 0.130
H -5.186940 -2.093328 -0.417193 -0.02 0.02 0.01 0.129
H -4.092860 0.109365 -1.477009 -0.03 -0.01 0.08 0.097
H -2.748602 0.815246 -0.626100 -0.21 -0.08 0.13 0.014
H -4.361697 0.960374 0.068797 -0.02 -0.02 -0.02 0.105
C 1.497259 -2.140190 -3.466925 0.04 0.06 -0.03 -0.103
O 0.981912 -2.832694 -2.326274 0.07 -0.19 -0.04 -0.313
P 0.186320 -2.170979 -1.105632 -0.11 0.37 0.39 0.721
O 0.780301 -3.064571 0.119817 -0.11 -0.16 -0.18 -0.328
C 2.175869 -2.987619 0.395910 0.12 0.02 0.08 -0.111
O -1.259101 -2.878637 -1.154554 -0.02 0.06 0.01 -0.344
C -1.726588 -3.585035 -2.308981 0.02 -0.08 -0.07 -0.092
H 1.083605 -2.610711 -4.356346 -0.01 0.05 -0.03 0.098
H 2.581491 -2.251419 -3.468847 -0.01 0.00 -0.02 0.093
H 1.224988 -1.086510 -3.458001 0.05 -0.12 -0.02 0.022
H 2.402901 -3.774738 1.111990 -0.01 0.04 0.00 0.095
H 2.431308 -2.013651 0.822171 0.01 -0.02 -0.01 0.069
H 2.759513 -3.158049 -0.510142 0.01 -0.01 0.01 0.082
H -2.733374 -3.923636 -2.078095 -0.02 0.02 0.00 0.087
H -1.092836 -4.446677 -2.514721 -0.02 0.02 -0.02 0.092
H -1.752279 -2.920933 -3.174778 -0.01 -0.04 0.03 0.066
```
Positions in Å, forces in eV/Å.

Results
Charge: +1
Multiplicity: 3
<S²>: 2.019
E_LUMO (spin up / spin down), eV: -1.95 / -2.82
E_HOMO (spin up / spin down), eV: -8.51 / -10.18
Energy relative to the best compared isomer or geometry (same formula, charge and spin), kcal/mol: 3.7

Below is a structure of composition C22H40N3O11P2RbS2Se, with properties calculated with the ωB97M-V functional and the def2-TZVPD basis.

```
82
Properties=species:S:1:pos:R:3:forces:R:3:lowdin_charge:R:1
Rb -0.497638 0.087329 0.054902 2.72 0.96 0.99 0.949
C -4.300620 -3.578173 -4.156812 0.01 0.11 -0.17 -0.045
C -4.403372 -3.643115 -2.649070 -0.10 0.07 0.08 -0.462
C -5.820678 -3.487541 -2.140649 -0.15 0.10 0.04 -0.026
O -3.648610 -2.545753 -2.121864 0.01 0.08 -0.31 -0.154
P -2.528053 -2.662893 -1.029987 0.19 -0.05 0.37 0.452
O -2.212886 -1.483275 -0.240792 -1.48 -1.59 -0.63 -0.498
C -1.048534 -3.198553 -1.944149 -0.09 0.09 0.16 -0.194
P 0.289333 -3.529165 -0.785301 0.17 0.01 0.46 0.459
O 0.364316 -2.656415 0.392473 0.07 -0.39 -0.36 -0.282
O 0.083404 -5.047383 -0.314992 -0.05 -0.32 -0.02 -0.178
C 0.075416 -6.161540 -1.223581 -0.07 0.14 0.03 -0.464
C -1.349188 -6.646736 -1.409438 -0.15 -0.08 0.02 -0.043
C 0.953230 -7.240576 -0.628853 0.05 -0.12 0.12 -0.044
O 1.541661 -3.563581 -1.743006 0.17 -0.06 -0.17 -0.191
C 2.871760 -3.125284 -1.284049 -0.02 0.14 0.07 -0.419
C 3.242834 -1.917885 -2.108029 0.08 0.00 -0.22 -0.043
C 3.831097 -4.281827 -1.452416 -0.03 -0.09 -0.10 -0.042
O -2.937970 -3.942988 -0.179687 -0.05 -0.11 0.37 -0.197
C -3.078781 -3.791551 1.285605 -0.05 0.06 -0.23 -0.411
C -4.454410 -3.251216 1.594690 -0.15 0.07 -0.07 -0.053
C -2.795572 -5.154160 1.870009 0.03 -0.15 0.05 -0.049
H -4.924345 -4.350715 -4.615064 0.04 0.04 0.01 0.076
H -3.266668 -3.719472 -4.484263 -0.07 0.02 0.02 0.074
H -4.636801 -2.594968 -4.499191 0.02 -0.11 0.01 0.093
H -3.987954 -4.586093 -2.288584 0.07 -0.08 0.05 0.120
H -6.157875 -2.464490 -2.337627 0.02 -0.14 0.01 0.102
H -5.854901 -3.643271 -1.060232 0.01 0.03 -0.11 0.069
H -6.487992 -4.203550 -2.631332 0.03 0.04 0.05 0.077
H -0.754480 -2.339703 -2.551996 0.00 -0.06 -0.07 0.094
H -1.219682 -4.059748 -2.592302 0.00 0.06 -0.06 0.066
H 0.493067 -5.851578 -2.186089 0.03 0.10 0.00 0.134
H -1.737755 -7.038651 -0.463638 0.04 0.04 -0.11 0.084
H -1.375568 -7.441490 -2.161781 -0.02 0.03 0.06 0.084
H -2.012647 -5.838765 -1.719571 0.05 -0.10 0.02 0.051
H 0.536930 -7.557641 0.332906 0.06 0.01 -0.09 0.087
H 1.963067 -6.869817 -0.458866 0.00 0.01 -0.03 0.067
H 1.000211 -8.106668 -1.296930 -0.01 0.07 0.07 0.082
H 2.804813 -2.821075 -0.239195 0.00 -0.02 0.01 0.101
H 3.074173 -2.125826 -3.171661 0.06 0.00 0.05 0.081
H 4.300019 -1.684147 -1.951537 -0.11 0.04 0.02 0.090
H 2.672608 -1.046141 -1.786204 0.06 -0.05 -0.02 0.065
H 3.896584 -4.574732 -2.506470 0.03 0.00 0.06 0.080
H 3.512399 -5.146957 -0.868198 0.00 0.00 0.01 0.061
H 4.824316 -3.982585 -1.106103 -0.12 0.00 -0.02 0.085
H -2.332397 -3.071824 1.618949 0.09 0.04 -0.09 0.136
H -5.222391 -3.920129 1.182256 0.07 0.07 0.09 0.073
H -4.574346 -2.231591 1.203692 0.04 -0.11 0.03 0.044
H -4.587254 -3.182685 2.678435 0.01 -0.02 -0.07 0.086
H -3.535510 -5.885172 1.521262 0.07 0.07 0.04 0.081
H -2.854350 -5.091855 2.960843 0.00 -0.04 -0.09 0.082
H -1.793720 -5.493886 1.591434 -0.11 0.05 0.03 0.067
N 0.480704 0.228859 3.108665 0.43 -0.27 -0.12 -0.013
C 1.846460 -0.266775 3.352934 -0.30 0.13 -0.24 -0.275
C 2.835330 0.433045 2.415409 -0.08 0.04 0.05 -0.130
C 3.024769 -0.315045 1.089427 -0.07 0.00 -0.55 -0.685
O 3.541856 -1.453498 1.163232 -0.09 0.43 0.00 -0.046
O 2.650782 0.280653 0.024781 0.16 -0.28 0.58 -0.251
H 0.367465 1.186838 3.408360 -0.03 0.07 0.01 0.067
H -0.226236 -0.329122 3.566012 -0.08 -0.02 -0.01 0.063
H 1.869462 -1.334098 3.134695 -0.03 -0.06 -0.01 0.107
H 2.169759 -0.146569 4.390793 0.02 0.09 0.21 0.088
H 3.817505 0.490876 2.889183 0.04 -0.02 0.04 0.105
H 2.482748 1.448912 2.221621 0.05 0.02 0.03 0.081
O -2.427378 1.426515 -0.449823 -1.55 0.72 -0.38 -0.749
S -3.861472 1.157185 -0.095805 -0.12 0.42 -0.02 -0.022
O -4.426305 0.097622 -0.947852 0.03 0.04 0.12 -0.482
O -4.642913 2.399488 -0.197653 0.11 -0.07 0.10 -0.491
S -3.852651 0.528803 1.875840 0.01 0.02 -0.18 0.024
Se 2.709124 2.872331 -0.514034 0.30 -0.18 0.03 1.180
N 0.939658 2.764360 -0.525083 0.30 -0.37 0.08 -0.223
C 0.472896 3.948608 -0.829392 -0.38 0.22 -0.03 -0.377
C -0.940793 4.224889 -0.918762 0.11 -0.17 0.05 0.010
C -1.306305 5.486456 -1.226731 0.08 0.38 -0.10 -0.077
C -0.326779 6.530655 -1.462969 -0.36 -0.16 0.04 -0.104
C 1.003516 6.308705 -1.388066 0.15 -0.22 0.05 -0.061
C 1.462830 4.982479 -1.060626 -0.13 0.26 -0.07 -0.418
N 2.721618 4.610328 -0.944199 -0.23 0.01 0.01 -0.257
H -1.660475 3.418847 -0.732951 0.15 0.09 -0.03 0.097
H -2.362298 5.723369 -1.294042 0.06 0.05 -0.01 0.102
H -0.678558 7.527297 -1.706539 -0.06 -0.01 0.00 0.087
H 1.726389 7.095590 -1.564574 0.02 -0.03 0.01 0.095
```
Positions in Å, forces in eV/Å.

Results
Charge: -2
E_LUMO, eV: 3.70
E_HOMO, eV: -0.61
Energy relative to the best compared isomer or geometry (same formula, charge and spin), kcal/mol: 22.7